[1]
Here is a molecular structure, C27H34Br2Cl3N2O5Sn from the Open Molecules 2025 dataset. Energies are from ωB97M-V/def2-TZVPD.

Values from the calculation:
E_tot = -8277.7352 Ha
Charge = -1
Highest occupied orbital energy = -0.1641 Ha

```
74
Properties=species:S:1:pos:R:3:forces:R:3
H -1.7740 -3.3443 -4.4116 0.002 0.000 0.001
H -5.1300 0.1472 1.7002 0.000 -0.001 0.001
H -1.0386 0.2967 -3.6920 -0.003 0.003 0.006
H 5.8072 -0.4631 -0.8215 0.005 0.001 -0.007
C -2.1604 0.6176 0.1005 0.013 -0.007 0.028
C -0.8069 1.8091 4.1470 -0.004 0.008 -0.018
C 4.8109 1.6629 -2.3229 0.001 -0.006 -0.001
C -0.3550 4.9908 0.8302 0.006 -0.003 0.000
C -2.4099 -1.6853 -2.3278 0.001 -0.005 0.001
Sn 0.3477 0.5445 -1.4658 -0.050 -0.040 0.070
C 3.7454 3.9413 1.4961 0.003 -0.007 -0.005
H 3.5798 0.3483 -1.2113 -0.011 0.002 -0.006
C 5.4801 0.4073 -0.2498 0.000 0.006 0.002
H -1.9333 -1.7093 -5.0697 -0.001 -0.001 -0.002
H 3.9725 2.1104 -2.8563 0.000 0.000 -0.002
H 2.7037 -0.4544 2.2578 0.004 0.001 -0.005
C -3.3009 -0.7519 2.3070 0.012 -0.015 -0.003
H 2.7421 -1.6788 0.9771 -0.004 -0.010 -0.008
H 5.5778 2.4273 -2.1657 -0.001 0.000 0.002
N -0.0384 -0.2900 0.6467 -0.011 0.008 0.038
H 0.8095 4.1117 -2.2999 -0.002 0.004 0.001
H 0.5187 -0.5384 -3.8207 0.000 -0.001 0.000
H -0.3413 -2.4851 -4.9859 0.000 0.000 0.001
H 1.0306 -2.1236 3.2058 0.003 0.001 -0.001
C 4.3343 1.1021 -0.9797 0.004 0.004 -0.001
H 5.1750 0.0610 0.7406 -0.001 0.002 0.002
C 1.7239 3.6388 0.1934 -0.021 0.008 -0.010
H 2.5248 0.0302 0.5681 0.008 -0.005 -0.007
H -0.6772 4.9908 -1.8901 -0.002 -0.001 0.000
C -3.5062 0.7119 0.4161 -0.010 0.007 0.006
H 1.9908 5.1383 1.6981 -0.004 -0.001 0.005
C -1.9160 -0.8933 2.0626 -0.006 0.018 -0.005
C -0.3778 -0.4285 -3.2069 0.013 -0.004 -0.028
H 0.1326 5.9685 0.8819 0.003 0.001 -0.001
C 2.2823 -0.7416 1.2914 -0.004 0.013 -0.004
C 0.8079 -0.8842 1.4636 -0.027 0.020 -0.008
H -0.9547 0.7413 4.2618 -0.004 0.003 -0.003
H -0.4332 -2.4661 -2.5294 -0.021 0.006 -0.008
C -1.0124 -1.6369 2.8595 -0.002 -0.008 -0.003
N 1.6771 1.8998 -1.5406 0.046 -0.018 -0.006
H -2.2661 -1.4853 -1.2655 0.003 -0.002 -0.006
H -1.3888 -2.2009 3.7028 0.001 0.003 0.002
C -1.0827 -1.7795 -3.0734 0.006 0.003 -0.002
H -0.3560 4.5569 1.8311 -0.003 0.000 0.002
C 4.3371 2.8889 0.8131 -0.004 0.001 -0.001
C 0.3167 -1.6027 2.5822 -0.001 -0.011 0.001
Cl -2.3090 2.5059 3.5162 -0.005 -0.010 0.002
H 4.2893 4.4710 2.2691 0.001 0.002 -0.002
H -2.9572 -2.6273 -2.4051 -0.001 0.000 0.002
O 3.4588 -3.0688 -1.1724 -0.003 -0.005 0.022
C -1.2944 -2.3647 -4.4694 -0.004 0.003 0.004
O 1.1957 -3.6429 -0.8078 -0.014 0.005 0.007
H 5.3542 2.6057 1.0585 0.001 0.001 -0.001
C 0.3400 4.7596 -1.5614 -0.005 0.006 -0.003
H -1.3931 5.1589 0.5346 0.000 -0.001 -0.002
C 2.4487 4.3106 1.1699 -0.004 -0.016 0.013
Br -4.6068 1.8069 -0.6567 0.004 -0.004 -0.001
C 3.6561 2.1961 -0.1793 -0.014 -0.004 0.004
C -1.3693 -0.2223 0.9568 0.012 -0.006 -0.020
H 0.9023 5.6965 -1.5058 0.000 0.001 0.001
Br -4.0994 -1.6131 3.7989 0.000 0.002 0.007
H 6.3436 1.0665 -0.1239 0.001 -0.001 -0.001
H -3.0405 -0.8890 -2.7336 0.000 0.002 -0.001
H -0.5883 2.2856 5.0950 0.002 -0.004 0.002
O 1.9604 -3.1768 -2.9964 -0.005 -0.003 -0.021
Cl 0.5529 2.0811 3.0552 0.017 0.011 0.033
H -0.2899 3.1787 -0.2787 0.005 0.024 0.001
O 1.7833 -1.4433 -1.4018 0.085 0.021 -0.114
H 5.2370 0.8704 -2.9441 0.000 0.001 -0.001
C 2.3145 2.5460 -0.4991 0.005 0.019 0.004
C 0.3246 4.0794 -0.1881 0.009 -0.016 0.002
Cl 2.1074 -2.8661 -1.6056 -0.017 0.002 0.080
O -1.6007 1.2267 -0.8950 0.001 -0.014 -0.030
C -4.0739 0.0319 1.5009 -0.007 0.009 -0.003
```
Positions in Å, forces in eV/Å.



[2]
Here is 2 unconnected molecules or ions with the total composition C6H8N2S in a non-equilibrium geometry from the Open Molecules 2025 dataset. Energies are from ωB97M-V/def2-TZVPD.

Values from the calculation:
E_tot = -741.0106 Ha
SMILES = [H]/N=C\c1cccs1.C=N
Highest occupied orbital energy = -0.3254 Ha

```
17
Properties=species:S:1:pos:R:3:forces:R:3
C -1.0872 0.0172 -0.6703 -0.492 -1.007 -1.560
N 0.7992 -1.1386 -1.8157 1.800 4.352 -0.048
H -0.4513 1.5922 0.3913 2.776 3.305 0.705
H -1.9419 0.6009 2.3800 -0.039 1.375 2.514
C 0.1783 -0.1119 -1.3774 0.922 0.945 0.623
C -1.9116 0.3454 1.3969 -1.777 -0.809 -1.355
C -2.6778 -0.7165 1.0040 -0.219 -1.522 0.881
C 1.6760 -0.9422 0.9954 1.173 1.471 1.276
C -1.1384 0.8833 0.3709 -1.776 -3.506 -0.149
H 0.6999 0.8833 -1.0940 0.196 -1.763 -1.063
H 2.6752 -1.3287 0.6947 -1.108 -0.503 -0.182
H -3.3392 -1.3715 1.6540 0.840 1.202 -1.025
H 0.3045 -1.8881 -2.1345 -2.177 -2.661 -0.305
S -2.2141 -1.2749 -0.5545 -0.215 0.220 0.270
N 1.6412 0.0783 1.7601 0.717 0.165 0.781
H 0.6877 -1.2812 0.7032 0.492 -0.621 -0.320
H 2.5741 0.4062 2.1430 -1.113 -0.644 -1.043
```
Positions in Å, forces in eV/Å.



[3]
Here is 2 unconnected molecules or ions with the total composition C2H4ClN in a non-equilibrium geometry from the Open Molecules 2025 dataset. Energies are from ωB97M-V/def2-TZVPD.

Values from the calculation:
E_tot = -593.3977 Ha
Highest occupied orbital energy = -0.3472 Ha

```
8
Properties=species:S:1:pos:R:3:forces:R:3
H 0.3372 0.5790 -1.4324 -1.025 0.695 -2.977
Cl -2.0797 0.2972 -0.1615 -0.482 -0.197 0.196
C 0.5997 0.4120 -0.4722 3.840 1.174 3.065
H 1.5699 1.0146 -0.1596 -2.000 -1.573 -0.452
H 0.0891 -1.7240 -0.4835 -0.130 0.658 -0.127
C -0.4673 0.1010 0.4592 -0.395 -0.103 4.433
H -0.4331 0.2373 2.1853 -0.150 0.101 -4.386
N 0.3842 -0.9173 0.0647 0.341 -0.754 0.248
```
Positions in Å, forces in eV/Å.



What is the E_tot in the first record?
-8277.7352 Ha



Among the records above, which one has the highest highest occupied orbital energy?
C27H34Br2Cl3N2O5Sn



E_tot of number 1 (C27H34Br2Cl3N2O5Sn)?
-8277.7352 Ha



Which value of E_tot does entry 1 give?
-8277.7352 Ha